#1
The following is a quantum chemistry calculation of a molecular structure, C20H8B4Br4O34V, from OMol25.

Each line ends with the Mulliken charge.
Atoms and positions in Å:
O1 0.683 1.253 2.268  -0.331
V1 0.235 -0.171 1.750  1.677
O2 0.287 -1.339 2.886  -0.481
O3 -8.395 -1.159 2.643  -0.634
C1 -7.370 -0.484 2.541  0.504
O4 -6.337 -0.611 1.742  -0.492
B1 -5.489 0.564 1.835  1.320
O5 -6.276 1.461 2.768  -0.563
C2 -7.244 0.772 3.366  0.716
O6 -8.010 1.265 4.194  -0.663
O7 -5.218 1.331 0.639  -0.542
C3 -3.944 1.212 0.356  0.510
O8 -3.503 1.595 -0.767  -0.519
C4 -3.248 0.441 1.532  0.524
O9 -4.182 0.218 2.423  -0.550
O10 -2.032 0.152 1.694  -0.425
O11 4.946 -4.641 -3.384  -0.630
C5 5.105 -3.633 -2.655  0.623
O12 4.821 -3.413 -1.349  -0.546
B2 4.884 -1.955 -1.103  0.989
O13 5.678 -1.423 -2.261  -0.436
C6 5.656 -2.242 -3.233  0.630
O14 6.030 -2.140 -4.421  -0.661
O15 5.555 -1.742 0.165  -0.603
C7 4.787 -1.194 1.064  0.211
O16 5.174 -0.821 2.174  -0.677
C8 3.380 -1.118 0.465  0.286
O17 3.470 -1.579 -0.806  0.107
O18 2.368 -0.570 0.999  -0.661
O19 -2.113 -0.754 -2.575  -0.527
C9 -1.509 -1.777 -2.256  0.401
O20 -1.328 -2.923 -3.104  -0.542
B3 -0.421 -3.868 -2.499  0.940
O21 -0.236 -3.420 -1.077  -0.531
C10 -0.765 -2.124 -0.951  0.951
O22 -0.603 -1.495 0.043  -0.318
O23 -0.845 -5.329 -2.684  -0.586
C11 0.034 -6.028 -3.304  0.351
O24 -0.045 -7.222 -3.686  -0.703
C12 1.191 -5.081 -3.552  0.540
O25 0.964 -3.951 -2.994  0.162
O26 2.319 -5.305 -4.036  -0.646
O27 2.920 -1.932 -4.523  -0.603
C13 2.599 -0.968 -3.890  0.566
O28 1.500 -0.725 -3.299  -0.639
B4 1.500 0.641 -2.705  1.681
O29 2.870 1.147 -3.024  -0.581
C14 3.424 0.381 -3.922  0.439
O30 4.490 0.715 -4.520  -0.715
O31 1.116 0.601 -1.322  0.138
C15 0.114 1.316 -1.177  0.024
O32 -0.448 1.518 -0.106  -0.397
C16 -0.379 1.881 -2.514  0.198
O33 0.405 1.342 -3.434  -0.536
O34 -1.376 2.572 -2.713  -0.653
Br1 -2.551 3.841 2.728  -0.160
C17 -2.258 3.284 4.598  -0.577
C18 -2.222 1.769 4.911  -0.130
Br2 -1.813 1.570 6.842  -0.186
H1 -2.932 3.853 5.238  0.391
H2 -1.252 3.622 4.850  0.376
H3 -1.465 1.281 4.297  0.001
H4 -3.081 1.122 4.734  0.227
Br3 0.243 6.235 3.454  -0.217
C19 0.729 4.789 2.173  -0.471
C20 1.956 5.288 1.314  -0.533
Br4 2.250 4.042 -0.110  -0.110
H5 -0.150 4.655 1.542  0.209
H6 0.865 3.839 2.690  0.335
H7 2.748 5.270 2.063  0.342
H8 1.741 6.301 0.976  0.407

Values from the calculation:
HOMO-LUMO gap ... 7.357 eV
LUMO ... 4.28 eV
Total charge ... -3

#2
The following is a quantum chemistry calculation of a molecular structure, C20H8B4Br4O34V, from OMol25.

Each line ends with the Mulliken charge.
Atoms and positions in Å:
O1 -1.100 -5.621 1.050  -0.520
V1 -1.065 -4.071 1.046  1.582
O2 -2.532 -3.649 1.288  -0.361
O3 -0.777 -0.792 8.935  -0.625
C1 -0.208 -1.234 7.982  0.576
O4 -0.411 -2.400 7.408  -0.504
B1 0.383 -2.513 6.165  1.263
O5 1.206 -1.303 6.144  -0.444
C2 0.912 -0.514 7.183  0.629
O6 1.449 0.519 7.427  -0.607
O7 -0.485 -2.653 4.968  -0.575
C3 -0.088 -3.678 4.264  0.722
O8 -0.583 -4.086 3.247  -0.706
C4 1.102 -4.344 4.999  0.440
O9 1.212 -3.737 6.174  -0.580
O10 1.739 -5.264 4.594  -0.588
O11 -1.137 -3.305 -1.043  -0.624
C5 -1.052 -2.646 -2.050  0.776
O12 -0.124 -2.802 -2.959  -0.477
B2 -0.417 -1.937 -4.121  1.328
O13 -1.631 -1.182 -3.741  -0.615
C6 -2.034 -1.554 -2.541  0.602
O14 -2.988 -1.171 -1.937  -0.640
O15 -0.682 -2.726 -5.345  -0.649
C7 -0.026 -2.197 -6.358  0.522
O16 -0.133 -2.479 -7.519  -0.643
C8 0.922 -1.096 -5.770  0.576
O17 0.703 -1.061 -4.468  -0.292
O18 1.653 -0.423 -6.425  -0.629
O19 4.885 1.208 -0.030  -0.631
C9 4.539 0.125 -0.375  0.664
O20 4.388 -0.933 0.432  -0.515
B3 3.931 -2.069 -0.366  1.052
O21 4.139 -1.688 -1.757  -0.515
C10 4.303 -0.365 -1.826  0.617
O22 4.380 0.297 -2.813  -0.610
O23 2.459 -2.341 -0.115  -0.059
C11 2.307 -3.524 0.399  0.453
O24 1.287 -4.034 0.796  -0.548
C12 3.694 -4.220 0.399  0.223
O25 4.581 -3.327 0.011  -0.601
O26 3.912 -5.343 0.750  -0.630
O27 1.719 -0.193 2.575  -0.602
C13 0.911 0.142 1.771  0.683
O28 0.816 1.336 1.178  -0.536
B4 -0.192 1.245 0.101  0.854
O29 -0.956 0.020 0.411  -0.572
C14 -0.237 -0.718 1.219  0.259
O30 -0.462 -1.864 1.492  -0.134
O31 0.486 1.105 -1.217  -0.256
C15 0.144 2.134 -1.987  0.321
O32 0.653 2.477 -3.009  -0.571
C16 -0.916 2.948 -1.224  0.642
O33 -1.038 2.443 -0.002  -0.253
O34 -1.347 4.015 -1.566  -0.650
Br1 -4.710 4.909 1.676  -0.143
C17 -2.775 4.934 1.439  -0.280
C18 -2.108 5.966 2.300  -0.595
Br2 -2.467 5.692 4.215  -0.175
H1 -2.624 5.196 0.393  0.186
H2 -2.388 3.935 1.599  0.247
H3 -2.465 6.970 2.098  0.401
H4 -1.028 5.911 2.211  0.378
Br3 -1.041 3.430 -5.792  -0.104
C19 -2.242 4.285 -4.520  -0.587
C20 -3.363 5.028 -5.187  -0.525
Br4 -2.729 6.549 -6.215  -0.197
H5 -1.592 4.934 -3.945  0.323
H6 -2.622 3.507 -3.865  0.273
H7 -4.062 5.415 -4.443  0.402
H8 -3.977 4.383 -5.813  0.378

Values from the calculation:
HOMO-LUMO gap ... 8.270 eV
LUMO ... 4.42 eV
Total charge ... -3

Of them, the most stable is #2 and the least stable is #1.

#1
The following is a quantum chemistry calculation of 6 unconnected molecules or ions with the total composition H11O5S, from OMol25.

Each line ends with the Mulliken charge.
Atoms and positions in Å:
S1 1.138 0.670 0.465  -0.789
H1 1.672 0.798 1.702  -0.009
H2 0.142 1.901 -2.177  0.335
H3 0.375 0.891 -3.179  0.316
O1 0.311 1.857 -3.155  -0.652
H4 -2.145 -0.243 -0.550  0.276
H5 -0.887 0.626 -0.549  0.164
O2 -1.658 0.398 -1.086  -0.544
H6 0.914 -1.323 -1.074  0.293
H7 1.506 -2.737 -1.093  0.268
O3 0.703 -2.270 -1.009  -0.600
H8 -1.248 0.265 2.063  0.341
H9 -1.922 1.454 2.642  0.270
O4 -2.001 0.825 1.930  -0.599
H10 0.041 -2.337 1.516  0.326
H11 1.035 -1.321 1.752  0.241
O5 0.490 -1.951 2.265  -0.637

Values from the calculation:
HOMO-LUMO gap ... 7.680 eV
LUMO ... 3.64 eV
Total charge ... -1

#2
The following is a quantum chemistry calculation of 6 unconnected molecules or ions with the total composition H11O5S, from OMol25.

Each line ends with the Mulliken charge.
Atoms and positions in Å:
S1 -1.186 0.109 -0.053  -0.813
H1 -2.282 -0.031 0.732  -0.057
H2 2.335 2.223 -0.017  0.255
H3 1.092 1.383 -0.407  0.267
O1 2.016 1.572 -0.657  -0.614
H4 1.500 -0.277 -2.003  0.288
H5 1.171 -1.685 -1.402  0.324
O2 1.719 -1.197 -2.042  -0.631
H6 -2.342 -1.896 -1.954  0.283
H7 -2.479 -1.034 -3.155  0.305
O3 -2.998 -1.657 -2.620  -0.616
H8 3.734 -1.505 -0.864  0.340
H9 3.154 -1.019 0.413  0.329
O4 3.908 -1.504 0.073  -0.659
H10 -2.238 1.656 4.675  0.335
H11 -1.637 2.879 5.320  0.311
O5 -2.476 2.455 5.147  -0.647

Values from the calculation:
HOMO-LUMO gap ... 6.740 eV
LUMO ... 3.14 eV
Total charge ... -1

Of them, the most stable is #1 and the least stable is #2.

#1
The following is a quantum chemistry calculation of 2 unconnected molecules or ions with the total composition C3H12N2S, from OMol25.

Each line ends with the Mulliken charge.
Atoms and positions in Å:
C1 3.730 0.542 -1.256  -1.165
C2 3.869 0.228 0.214  -0.257
S1 2.513 -0.763 0.873  -0.213
H1 2.705 0.822 -1.479  0.325
H2 3.932 -0.359 -1.841  0.319
H3 4.440 1.279 -1.631  0.322
H4 4.851 -0.244 0.259  0.288
H5 3.904 1.129 0.823  0.299
H6 1.711 -0.738 -0.198  0.082
N1 -3.170 0.356 -0.464  -0.556
C3 -3.611 -0.685 0.443  -0.291
N2 -3.787 -0.265 1.864  -0.629
H7 -3.609 0.541 -1.353  0.216
H8 -2.204 0.206 -0.722  0.217
H9 -4.460 -1.211 0.014  0.304
H10 -2.758 -1.356 0.574  0.256
H11 -3.276 0.610 1.897  0.249
H12 -4.780 -0.092 1.984  0.233

Values from the calculation:
HOMO-LUMO gap ... 9.822 eV
LUMO ... 0.74 eV
Structure (SMILES) ... CCS.NCN

#2
The following is a quantum chemistry calculation of 2 unconnected molecules or ions with the total composition C3H12N2S, from OMol25.

Each line ends with the Mulliken charge.
Atoms and positions in Å:
C1 3.655 1.244 -0.229  -0.843
S1 1.923 0.763 0.005  -0.025
C2 1.212 2.242 0.777  -0.836
H1 3.844 2.201 0.235  0.265
H2 3.852 1.372 -1.284  0.284
H3 4.273 0.481 0.219  0.294
H4 1.587 3.120 0.278  0.322
H5 0.139 2.153 0.631  0.271
H6 1.388 2.270 1.848  0.284
N1 -1.470 -0.925 -0.285  -0.515
C3 -2.286 -2.107 -0.030  -0.298
N2 -3.544 -1.961 -0.758  -0.613
H7 -0.769 -0.843 0.444  0.154
H8 -2.041 -0.085 -0.201  0.215
H9 -1.715 -2.978 -0.336  0.281
H10 -2.567 -2.211 1.027  0.312
H11 -3.370 -1.950 -1.757  0.224
H12 -4.110 -2.787 -0.585  0.223

Values from the calculation:
HOMO-LUMO gap ... 9.484 eV
LUMO ... 1.06 eV
Structure (SMILES) ... CSC.NCN

Of them, the most stable is #2 and the least stable is #1.